(1)
C4H10N2O | ωB97M-V/def2-TZVPD

Properties
Spin multiplicity = 1
HOMO energy = -9.4 eV
Structure (SMILES) = CN[C@@]1(O)N[C@H]1C

Last columns: bonded neighbours and bond lengths (Å).
CARTESIAN COORDINATES (ANGSTROEM)
1 C -1.27 0.67 -0.09  C3 1.502, C5 1.481, N7 1.532, H10 1.086
2 C 2.09 -0.85 0.06  N4 1.457, H12 1.095, H13 1.090, H14 1.089
3 C -2.11 -0.53 0.25  C1 1.502, H15 1.088, H16 1.090, H17 1.089
4 N 0.79 -0.48 0.60  C2 1.457, C5 1.429, H9 1.015
5 C 0.20 0.67 0.00  C1 1.481, N4 1.429, O6 1.398, N7 1.426
6 O 0.87 1.86 0.30  C5 1.398, H8 0.964
7 N -0.35 0.60 -1.32  C1 1.532, C5 1.426, H11 1.014
8 H 0.76 2.46 -0.45  O6 0.964
9 H 0.85 -0.34 1.61  N4 1.015
10 H -1.77 1.63 0.02  C1 1.086
11 H -0.34 -0.33 -1.72  N7 1.014
12 H 2.86 -0.10 0.25  C2 1.095
13 H 1.99 -0.98 -1.02  C2 1.090
14 H 2.40 -1.79 0.51  C2 1.089
15 H -1.52 -1.44 0.17  C3 1.088
16 H -2.97 -0.60 -0.43  C3 1.090
17 H -2.49 -0.44 1.26  C3 1.089

=====

(2)
C4H10N2O | ωB97M-V/def2-TZVPD

Properties
Spin multiplicity = 1
HOMO energy = -9.5 eV
Structure (SMILES) = NCCCNC=O

Last columns: bonded neighbours and bond lengths (Å).
CARTESIAN COORDINATES (ANGSTROEM)
1 O 2.68 1.91 -0.02  C2 1.203
2 C 1.55 1.49 0.03  O1 1.203, N3 1.377, H8 1.105
3 N 1.13 0.32 -0.56  C2 1.377, C4 1.478, H9 1.009
4 C -0.23 0.22 -1.12  N3 1.478, C5 1.529, H10 1.091, H11 1.085
5 C -1.30 -0.06 -0.07  C4 1.529, C6 1.516, H12 1.090, H13 1.094
6 C -1.03 -1.27 0.81  C5 1.516, N7 1.481, H14 1.091, H15 1.093
7 N -2.20 -2.17 0.87  C6 1.481, H16 1.012, H17 1.011
8 H 0.73 1.94 0.60  C2 1.105
9 H 1.88 -0.17 -1.04  N3 1.009
10 H -0.19 -0.61 -1.83  C4 1.091
11 H -0.45 1.10 -1.71  C4 1.085
12 H -1.44 0.86 0.50  C5 1.090
13 H -2.24 -0.16 -0.62  C5 1.094
14 H -0.18 -1.83 0.42  C6 1.091
15 H -0.75 -0.93 1.81  C6 1.093
16 H -1.91 -3.13 0.77  N7 1.012
17 H -2.64 -2.09 1.77  N7 1.011

=====

(3)
C4H10N2O | ωB97M-V/def2-TZVPD

Properties
Spin multiplicity = 1
HOMO energy = -9.0 eV
Structure (SMILES) = NC[C@@H](N)CC=O

Last columns: bonded neighbours and bond lengths (Å).
CARTESIAN COORDINATES (ANGSTROEM)
1 N 0.47 0.84 -1.44  C2 1.467, H8 1.008, H9 1.009
2 C 0.14 0.04 -0.26  N1 1.467, C3 1.542, C6 1.547, H10 1.093
3 C 0.65 0.62 1.08  C2 1.542, C4 1.488, H11 1.095, H12 1.099
4 C 1.58 -0.33 1.75  C3 1.488, O5 1.204, H13 1.102
5 O 1.49 -0.72 2.89  C4 1.204
6 C -1.39 -0.17 -0.16  C2 1.547, N7 1.457, H14 1.091, H15 1.094
7 N -1.94 -0.83 -1.34  C6 1.457, H16 1.013, H17 1.007
8 H 1.20 0.43 -2.00  N1 1.008
9 H 0.72 1.78 -1.19  N1 1.009
10 H 0.56 -0.96 -0.39  C2 1.093
11 H -0.20 0.89 1.71  C3 1.095
12 H 1.20 1.55 0.89  C3 1.099
13 H 2.42 -0.68 1.14  C4 1.102
14 H -1.56 -0.82 0.70  C6 1.091
15 H -1.84 0.81 0.00  C6 1.094
16 H -1.42 -0.64 -2.18  N7 1.013
17 H -2.09 -1.82 -1.19  N7 1.007

=====

(4)
C4H10N2O | ωB97M-V/def2-TZVPD

Properties
Spin multiplicity = 1
HOMO energy = -8.9 eV
Structure (SMILES) = CC(N)=O.C=CN

Last columns: bonded neighbours and bond lengths (Å).
CARTESIAN COORDINATES (ANGSTROEM)
1 C -0.80 0.54 -1.58  C2 1.485, H5 1.100, H6 1.086, H7 1.103
2 C -1.81 -0.27 -0.84  C1 1.485, N3 1.355, O4 1.229
3 N -1.93 0.07 0.47  C2 1.355, H8 0.972, H9 1.027
4 O -2.36 -1.30 -1.22  C2 1.229
5 H -0.97 1.62 -1.49  C1 1.100
6 H -0.81 0.22 -2.61  C1 1.086
7 H 0.18 0.30 -1.13  C1 1.103
8 H -2.42 -0.59 0.99  N3 0.972
9 H -1.26 0.69 0.94  N3 1.027
10 C 2.05 1.31 1.68  C11 1.350, H13 1.100, H14 1.092
11 C 1.93 0.02 1.29  C10 1.350, N12 1.410, H15 1.101
12 N 2.67 -0.52 0.22  C11 1.410, H16 1.021, H17 1.041
13 H 2.55 2.06 1.06  C10 1.100
14 H 1.57 1.60 2.61  C10 1.092
15 H 1.58 -0.73 2.01  C11 1.101
16 H 2.86 0.15 -0.52  N12 1.021
17 H 2.18 -1.34 -0.19  N12 1.041

=====

(5)
C4H10N2O | ωB97M-V/def2-TZVPD

Properties
Spin multiplicity = 1
HOMO energy = -8.4 eV
Structure (SMILES) = C[C@]1(O)CC1(N)N

Last columns: bonded neighbours and bond lengths (Å).
CARTESIAN COORDINATES (ANGSTROEM)
1 C 0.46 -0.43 -0.37  C2 1.493, C3 1.503, C6 1.645, O7 1.416
2 C 0.75 0.18 -1.71  C1 1.493, H13 1.093, H14 1.094, H15 1.095
3 C -0.47 0.25 0.60  C1 1.503, N4 1.483, N5 1.443, C6 1.477
4 N 0.13 0.38 1.95  C3 1.483, H9 1.018, H10 1.019
5 N -1.13 1.49 0.26  C3 1.443, H11 1.016, H12 1.018
6 C -1.01 -1.02 0.08  C1 1.645, C3 1.477, H16 1.083, H17 1.082
7 O 1.49 -1.27 0.12  C1 1.416, H8 0.971
8 H 1.75 -1.93 -0.54  O7 0.971
9 H 0.83 1.11 2.01  N4 1.018
10 H 0.45 -0.54 2.27  N4 1.019
11 H -0.79 2.25 0.84  N5 1.016
12 H -2.11 1.40 0.53  N5 1.018
13 H 1.54 0.92 -1.62  C2 1.093
14 H -0.12 0.67 -2.16  C2 1.094
15 H 1.07 -0.58 -2.42  C2 1.095
16 H -1.93 -0.96 -0.49  C6 1.083
17 H -0.93 -1.93 0.66  C6 1.082

=====

(6)
C4H10N2O | ωB97M-V/def2-TZVPD

Properties
Spin multiplicity = 1
HOMO energy = -9.6 eV
Structure (SMILES) = [H]/N=C\[C@H](C)/C=N/[H].O

Last columns: bonded neighbours and bond lengths (Å).
CARTESIAN COORDINATES (ANGSTROEM)
1 C 0.58 -0.45 0.67  C2 1.492, N4 1.261, H9 1.097
2 C -0.03 0.58 -0.23  C1 1.492, C3 1.522, C5 1.525, H10 1.096
3 C -1.35 1.11 0.31  C2 1.522, H15 1.087, H16 1.088, H17 1.087
4 N 1.39 -1.28 0.19  C1 1.261, H12 1.018
5 C 1.01 1.68 -0.41  C2 1.525, N7 1.248, H14 1.086
6 O -1.50 -2.48 -0.25  H8 0.956, H11 0.965
7 N 2.22 1.53 -0.67  C5 1.248, H13 1.022
8 H -1.87 -3.14 -0.83  O6 0.956
9 H 0.33 -0.34 1.73  C1 1.097
10 H -0.18 0.14 -1.22  C2 1.096
11 H -0.56 -2.40 -0.45  O6 0.965
12 H 1.83 -1.91 0.87  N4 1.018
13 H 2.53 0.56 -0.75  N7 1.022
14 H 0.64 2.69 -0.30  C5 1.086
15 H -2.07 0.30 0.41  C3 1.087
16 H -1.21 1.57 1.29  C3 1.088
17 H -1.77 1.86 -0.36  C3 1.087

=====

(7)
C4H10N2O | ωB97M-V/def2-TZVPD

Properties
Spin multiplicity = 1
HOMO energy = -9.6 eV
Structure (SMILES) = CC1(C)N=N1.CO

Last columns: bonded neighbours and bond lengths (Å).
CARTESIAN COORDINATES (ANGSTROEM)
1 C 1.11 0.94 0.06  C3 1.509, C4 1.507, N5 1.443, N6 1.444
2 C -2.85 -1.83 -0.57  O7 1.407, H8 1.100, H10 1.102, H11 1.089
3 C 2.32 1.83 0.15  C1 1.509, H12 1.089, H13 1.088, H14 1.089
4 C 1.19 -0.39 0.78  C1 1.507, H15 1.088, H16 1.089, H17 1.089
5 N 0.28 1.04 -1.11  C1 1.443, N6 1.225
6 N -0.19 1.55 -0.10  C1 1.444, N5 1.225
7 O -1.86 -0.87 -0.29  C2 1.407, H9 0.970
8 H -3.70 -1.75 0.13  C2 1.100
9 H -2.22 0.01 -0.43  O7 0.970
10 H -3.23 -1.74 -1.60  C2 1.102
11 H -2.38 -2.80 -0.45  C2 1.089
12 H 2.53 2.07 1.20  C3 1.089
13 H 2.16 2.76 -0.39  C3 1.088
14 H 3.19 1.33 -0.27  C3 1.089
15 H 0.26 -0.94 0.64  C4 1.088
16 H 2.02 -0.98 0.38  C4 1.089
17 H 1.36 -0.23 1.84  C4 1.089

=====

(8)
C4H10N2O | ωB97M-V/def2-TZVPD

Properties
Spin multiplicity = 1
HOMO energy (alpha / beta) = -5.5 / -5.4 eV

Last columns: bonded neighbours and bond lengths (Å).
CARTESIAN COORDINATES (ANGSTROEM)
1 C -0.01 -0.87 -0.84  C3 1.489, N4 1.345, H10 1.075
2 C -1.35 0.41 1.67  N7 1.693, H14 1.093, H15 1.091, H16 1.079
3 C 0.53 -2.16 -1.36  C1 1.489, H12 1.095, H13 1.097, H17 1.095
4 N 0.82 0.15 -0.57  C1 1.345, C5 1.341, H9 1.014
5 C 0.49 1.27 0.09  N4 1.341, O6 1.385, N7 1.361
6 O 1.51 2.16 0.38  C5 1.385, H8 0.971
7 N -0.82 1.44 0.44  C2 1.693, C5 1.361, H11 1.015
8 H 1.59 2.82 -0.33  O6 0.971
9 H 1.82 -0.01 -0.66  N4 1.014
10 H -1.06 -0.66 -0.88  C1 1.075
11 H -0.99 2.40 0.73  N7 1.015
12 H 1.40 -2.04 -2.01  C3 1.095
13 H 0.84 -2.86 -0.57  C3 1.097
14 H -0.72 0.41 2.57  C2 1.093
15 H -2.31 0.86 1.91  C2 1.091
16 H -1.51 -0.62 1.37  C2 1.079
17 H -0.23 -2.69 -1.94  C3 1.095

=====

Ordered relative energy (zero: lowest compared OMol25 entry of this formula, charge and spin) results: 50.0; 30.3; 40.6; 34.2; 59.9; 46.5; 80.8; 103.2; unit kcal per mole.
Ordered largest force on an atom results: 1.25; 1.28; 0.89; 2.29; 3.62; 1.03; 1.37; 2.97; unit eV Å⁻¹.